Density functional theory data (the ωB97M-V functional and the def2-TZVPD basis) for an isolated ion of composition C7H12BrN2O and charge +1.

Properties
HOMO level in eV: -12.63
E_LUMO in eV: -3.9

ORCA input file:
```
! wB97M-V def2-TZVPD RIJCOSX def2/J DEFGRID3
* xyz 1 1
C 1.32 -1.34 0.17
C -0.12 -1.42 0.06
C 1.97 -0.18 0.19
C -1.02 -0.49 0.39
C 1.53 1.24 -0.10
C -0.71 -2.83 -0.25
C -3.02 0.71 -0.31
N 2.24 2.31 0.53
N 0.07 1.43 0.18
O -2.23 -0.14 0.62
Br 3.93 -0.22 0.44
H 1.78 -2.31 0.05
H 1.60 1.27 -1.24
H -0.36 -3.08 -1.33
H -1.82 -2.54 -0.20
H -0.59 -3.55 0.47
H -3.72 1.26 0.39
H -3.49 -0.05 -1.05
H -2.29 1.39 -0.85
H 2.58 2.04 1.41
H 2.97 2.76 -0.03
H -0.45 1.84 -0.58
H -0.16 1.90 1.05
*
```

***

Density functional theory data (the ωB97M-V functional and the def2-TZVPD basis) for a 2-piece molecular cluster, C7H12Cl2F3O6PS overall.

Properties
HOMO level in eV: -10.90
SMILES: O=[PH2][C@@H]1OS(=O)(=O)O[C@H]1C[C@H](O)C(F)(F)F.ClCCCl
E_LUMO in eV: 0.0

ORCA input file:
```
! wB97M-V def2-TZVPD RIJCOSX def2/J DEFGRID3
* xyz 0 1
O -1.53 -1.19 3.42
P -0.83 0.00 2.90
C 0.87 -0.29 2.26
O 1.64 -0.44 3.48
S 3.17 -0.18 3.18
O 3.76 -1.34 2.61
O 3.74 0.47 4.30
O 2.93 0.87 2.00
C 1.57 0.89 1.54
C 1.63 0.94 0.01
C 0.53 0.28 -0.81
O -0.77 0.66 -0.41
C 0.56 -1.27 -0.82
F 0.46 -1.73 -2.08
F -0.43 -1.81 -0.11
F 1.72 -1.74 -0.32
H -0.51 1.01 3.83
H -1.45 0.69 1.85
H 0.91 -1.24 1.71
H 1.14 1.82 1.93
H 1.63 2.00 -0.28
H 2.60 0.54 -0.30
H 0.69 0.55 -1.86
H -0.81 1.62 -0.43
Cl -1.42 1.34 -3.69
C -2.19 -0.27 -3.70
C -3.66 -0.20 -3.36
Cl -3.94 0.27 -1.67
H -1.66 -0.89 -2.98
H -2.06 -0.68 -4.70
H -4.10 -1.19 -3.50
H -4.18 0.51 -4.00
*
```

***

Density functional theory data (the ωB97M-V functional and the def2-TZVPD basis) for a 2-piece molecular cluster, C7H12ClN2O2S overall.

Properties
HOMO level (spin up / spin down) in eV: -13.00 / -12.78
E_LUMO (spin up / spin down) in eV: -5.5 / -5.8

ORCA input file:
```
! wB97M-V def2-TZVPD RIJCOSX def2/J DEFGRID3
* xyz 1 1
C -1.67 -0.40 -1.05
C -1.12 0.82 -1.30
C 0.45 -0.49 -0.47
C -1.54 -2.47 1.50
C 2.56 1.66 -1.00
C -1.00 -2.52 0.03
C 1.09 1.84 -1.00
N -0.68 -1.22 -0.56
N 0.21 0.74 -0.95
O -0.18 0.97 1.57
O 1.97 1.97 2.33
S 0.72 2.06 1.58
Cl -0.39 3.57 2.35
H -2.60 -0.72 -1.54
H -1.44 1.75 -1.70
H 1.36 -1.02 -0.11
H -2.04 -3.48 1.69
H -2.27 -1.65 1.41
H -0.75 -2.52 2.22
H 2.94 1.44 -0.04
H 3.07 2.38 -1.52
H 2.71 0.72 -1.53
H -1.85 -3.01 -0.64
H -0.20 -3.16 -0.01
H 0.67 2.75 -1.27
*
```

***

Density functional theory data (the ωB97M-V functional and the def2-TZVPD basis) for C7H12F11FeN5O21S5 as an isolated structure.

Properties
HOMO level (spin up / spin down) in eV: -6.38 / -6.11
Expectation value of S²: 8.77
E_LUMO (spin up / spin down) in eV: 1.6 / -2.2

ORCA input file:
```
! wB97M-V def2-TZVPD RIJCOSX def2/J DEFGRID3
* xyz -1 6
Fe -11.40 30.08 10.43
C -10.34 30.59 14.80
F -9.64 30.29 15.84
F -11.63 30.67 15.19
F -10.04 31.76 14.22
S -10.13 29.20 13.52
O -8.66 29.03 13.37
O -10.67 28.03 14.20
O -10.76 29.59 12.25
C -14.10 33.06 7.99
F -13.24 34.04 8.30
F -15.33 33.61 7.85
F -13.69 32.43 6.92
S -14.06 31.80 9.41
O -14.31 32.50 10.70
O -15.08 30.74 9.08
O -12.65 31.26 9.52
C -7.59 32.85 10.93
F -6.23 32.86 11.11
F -8.25 33.04 12.10
F -7.98 33.71 9.96
S -8.12 31.05 10.29
O -7.79 30.83 8.91
O -7.47 30.15 11.24
O -9.58 30.97 10.47
N -8.02 27.10 11.50
S -8.61 25.60 11.58
O -7.74 24.55 11.07
O -10.03 25.42 11.76
F -8.21 25.62 13.12
S -9.02 27.26 10.03
O -10.07 28.28 10.28
O -9.15 26.21 9.06
F -7.97 28.26 9.24
C -12.31 33.70 13.09
N -11.59 33.19 11.88
O -11.53 32.02 11.72
O -11.15 33.95 11.07
H -11.77 34.59 13.41
H -12.23 32.90 13.83
H -13.35 33.77 12.78
C -10.44 30.90 6.25
N -10.21 29.83 7.23
O -9.56 28.80 6.99
O -10.69 30.01 8.35
H -9.58 31.57 6.25
H -11.27 31.47 6.68
H -10.60 30.35 5.33
C -15.55 29.55 12.09
N -14.20 30.13 12.34
O -13.99 30.85 13.30
O -13.28 29.82 11.56
H -16.26 30.38 12.16
H -15.83 28.83 12.86
H -15.72 29.20 11.07
C -14.38 27.36 8.46
N -12.91 27.69 8.64
O -12.52 28.55 9.38
O -12.15 27.01 7.98
H -14.94 28.29 8.57
H -14.62 26.65 9.25
H -14.49 26.95 7.45
*
```